Record 1
8
Properties=species:S:1:pos:R:3 method="wB97M-V/def2-TZVPD" energy_ha=-370.53122 lumo_ha="-0.0555 / -0.0555" orbital_gap_ev="3.4 / 3.4"
C 0.45 -0.07 1.63
H -0.03 -0.70 2.39
O -0.08 -0.63 -1.05
C 0.38 0.26 -0.06
C 1.48 -0.24 0.82
Li -2.00 -0.73 -0.21
Tl -0.50 0.78 -3.18
H 0.30 1.32 -0.34

***

Record 2
8
Properties=species:S:1:pos:R:3 method="wB97M-V/def2-TZVPD" energy_ha=-1500.93955 lumo_ha="-0.2790 / -0.2790" charge=+1 orbital_gap_ev="3.7 / 3.7"
H 2.43 -0.49 0.92
O -0.53 -0.82 -0.39
O -0.31 1.25 -0.65
C -1.28 -0.18 0.62
C -1.38 1.14 0.31
C 0.23 0.08 -0.93
H -2.00 -0.83 1.10
Lu 2.85 -0.15 -0.98

***

Please write out number 1 again, unchanged.
8
Properties=species:S:1:pos:R:3 method="wB97M-V/def2-TZVPD" energy_ha=-370.53122 lumo_ha="-0.0555 / -0.0555" orbital_gap_ev="3.4 / 3.4"
C 0.45 -0.07 1.63
H -0.03 -0.70 2.39
O -0.08 -0.63 -1.05
C 0.38 0.26 -0.06
C 1.48 -0.24 0.82
Li -2.00 -0.73 -0.21
Tl -0.50 0.78 -3.18
H 0.30 1.32 -0.34